Below is a 3-piece molecular cluster, C25H48O7 overall, with properties calculated with ωB97M-V with the def2-TZVPD basis set.

Last column: Mulliken charge in e.
Positions of all 80 atoms, in Å:
C  -5.20732  3.08126  -2.06795  0.286
C  -5.09687  2.70902  -3.19709  -1.072
C  -4.94080  2.23234  -4.57353  0.380
C  -3.46925  1.83608  -4.79521  -1.189
C  -3.40571  0.47606  -4.06490  0.390
C  -2.53714  -0.55730  -4.77677  -1.106
C  -1.79205  -1.52510  -3.84821  -0.525
C  -2.59290  -2.01661  -2.62460  0.176
C  -2.53540  -3.54237  -2.38319  -1.283
C  -2.19121  -3.93799  -0.93821  0.174
C  -3.40537  -4.24169  -0.03701  -0.986
C  -3.76824  -3.11789  0.93895  -0.926
C  -2.61123  -2.59463  1.79855  -0.224
C  -1.67531  -3.67018  2.33441  -0.243
C  -0.50375  -3.09894  3.14086  -0.821
O  0.01622  -1.91847  2.55524  -0.179
C  -0.35292  -0.68852  3.14466  -0.792
O  -4.77685  -0.00197  -4.01111  -0.322
C  -5.57466  0.85572  -4.69333  0.215
O  -6.53816  0.51749  -5.31196  -0.577
H  -5.30086  3.41161  -1.06379  0.430
H  -5.36222  2.96153  -5.26037  0.458
H  -3.23878  1.71585  -5.85345  0.453
H  -2.82490  2.56510  -4.30999  0.421
H  -3.04529  0.61283  -3.04333  0.448
H  -1.81326  -0.02413  -5.39958  0.365
H  -3.17439  -1.12177  -5.46278  0.274
H  -1.50416  -2.39907  -4.43824  0.539
H  -0.85501  -1.07020  -3.51731  -0.184
H  -3.63663  -1.71157  -2.71855  0.202
H  -2.21359  -1.51527  -1.72948  0.229
H  -3.51305  -3.96387  -2.63214  0.331
H  -1.82034  -3.99949  -3.07076  0.486
H  -1.59115  -3.13789  -0.49559  -0.253
H  -1.53720  -4.81355  -0.95262  0.371
H  -3.24908  -5.17209  0.51352  0.352
H  -4.27657  -4.41338  -0.67545  0.531
H  -4.57094  -3.46621  1.59634  0.399
H  -4.18692  -2.27799  0.37530  0.306
H  -2.04472  -1.84737  1.23954  -0.149
H  -3.03974  -2.06465  2.65743  0.553
H  -2.23738  -4.35193  2.98274  0.333
H  -1.26426  -4.27555  1.52334  0.216
H  0.31126  -3.82710  3.14446  0.288
H  -0.78401  -2.92581  4.18600  0.414
H  -0.87291  -0.06348  2.41310  0.265
H  0.54400  -0.15838  3.47671  0.162
H  -1.01946  -0.83389  3.99872  0.438
C  4.46200  0.76859  0.10629  -0.197
O  4.12391  -0.60488  0.14674  -0.443
C  2.89251  -0.86280  0.80217  -0.443
C  1.76235  -1.10591  -0.17031  0.031
O  1.45621  0.05350  -0.93545  -0.405
C  1.99968  0.03072  -2.23868  -0.778
H  5.31790  0.87597  -0.55826  0.313
H  3.63758  1.37762  -0.27348  0.276
H  4.73859  1.13482  1.09976  -0.142
H  2.63375  -0.02982  1.46574  0.241
H  3.02133  -1.75697  1.41859  0.330
H  0.87004  -1.37681  0.39729  -0.039
H  2.01520  -1.94039  -0.83391  0.344
H  1.49223  -0.71303  -2.86486  0.278
H  3.07003  -0.19139  -2.22728  0.345
H  1.84515  1.01780  -2.67273  0.276
C  4.86435  2.38892  3.73511  -0.833
O  4.71872  3.47059  2.83410  -0.284
C  4.02885  4.57694  3.39107  -0.544
C  4.97448  5.67923  3.81421  -0.527
O  5.81236  5.27811  4.88381  -0.376
C  7.12231  4.92761  4.48098  -0.674
H  5.54958  1.67368  3.28300  0.252
H  5.27156  2.71467  4.69528  0.435
H  3.90145  1.89348  3.90513  0.253
H  3.42448  4.25888  4.24706  0.347
H  3.35174  4.96590  2.62457  0.373
H  4.38747  6.53732  4.15529  0.371
H  5.57542  5.99906  2.95633  0.325
H  7.68554  5.81258  4.16522  0.327
H  7.11279  4.20226  3.66344  0.271
H  7.61763  4.48703  5.34438  0.242

spin multiplicity: 1
E_LUMO: 0.613 eV
M: 460.7 g mol⁻¹
largest force on an atom: 0.58 eV Å⁻¹
charge: 0
gap between HOMO and LUMO: 9.70 eV
SMILES: C#C[C@H]1C[C@H](CCCCCCCCCCOC)OC1=O.COCCOC.COCCOC

Below is a 7-piece molecular cluster, C25H49BO22 overall in a non-equilibrium geometry, with properties calculated with ωB97M-V with the def2-TZVPD basis set.

Last column: Mulliken charge in e.
Positions of all 97 atoms, in Å:
C  -4.86204  -4.27400  2.05088  -0.721
C  -4.67215  -4.89910  0.70888  -0.015
B  -4.01772  -6.44352  0.72318  0.292
C  -2.39996  -6.67858  0.89718  -0.520
C  -1.51400  -6.47347  -0.46662  -0.553
C  -0.98995  -4.93697  -0.72753  -0.463
C  -2.14118  -3.92356  -1.34049  0.538
O  -2.34354  -2.74716  -0.69825  -0.544
O  -2.96849  -4.25836  -2.52313  -0.502
C  -5.15193  -7.66777  0.59081  -0.647
O  -6.50317  -7.23682  1.02170  -0.105
O  -6.59865  -7.17045  2.31941  -0.336
H  -5.94505  -4.15605  2.49365  0.218
H  -3.92211  -3.89876  2.64663  0.235
H  -4.97310  -4.32769  -0.26773  0.254
H  -2.26117  -7.81497  1.22785  0.215
H  -2.01684  -6.01770  1.80545  0.257
H  -0.52870  -7.13285  -0.32680  0.343
H  -2.03714  -6.92930  -1.43815  0.214
H  -0.45983  -4.43570  0.19120  0.288
H  -0.15595  -5.01855  -1.57790  0.335
H  -3.08823  -3.35448  -2.98474  0.378
H  -4.79937  -8.63847  1.14107  0.317
H  -5.23039  -7.91300  -0.56393  0.229
H  -5.84896  -7.65785  2.78174  0.277
C  -0.09571  -1.35241  -2.31009  -0.652
O  0.68673  -0.16585  -2.42881  -0.351
C  1.31730  0.20383  -1.28556  0.745
O  1.26305  -0.38127  -0.21517  -0.644
O  2.01883  1.33727  -1.53946  -0.263
C  2.73828  1.84581  -0.41791  -0.635
H  -0.55376  -1.55390  -3.28233  0.309
H  0.53566  -2.20609  -2.04341  0.245
H  -0.89501  -1.21567  -1.57457  0.371
H  3.48298  1.11997  -0.07571  0.310
H  2.05223  2.11041  0.39320  0.351
H  3.26182  2.75199  -0.73486  0.156
C  1.75647  4.32733  -3.12173  -0.631
O  2.77155  5.17847  -2.59312  -0.284
C  2.39680  6.47532  -2.45519  0.785
O  1.30384  6.94010  -2.73883  -0.566
O  3.44869  7.16560  -1.94692  -0.266
C  3.19731  8.55518  -1.74708  -0.679
H  2.16512  3.31534  -3.18894  0.153
H  0.88717  4.30414  -2.45667  0.283
H  1.46767  4.64957  -4.12738  0.376
H  2.38567  8.70093  -1.02700  0.316
H  2.96615  9.04639  -2.69779  0.301
H  4.10500  9.00745  -1.33811  0.224
C  1.07158  5.60379  5.38830  -0.618
O  1.93554  5.23050  4.31663  -0.313
C  1.50886  5.62765  3.09127  0.692
O  0.48625  6.25189  2.85543  -0.541
O  2.41707  5.21005  2.17362  -0.319
C  2.09603  5.56003  0.82880  -0.564
H  1.51000  5.23548  6.31985  0.223
H  0.98727  6.69329  5.45460  0.288
H  0.08523  5.14455  5.26674  0.287
H  2.05278  6.64778  0.71289  0.348
H  1.15065  5.09900  0.52501  0.316
H  2.88933  5.17660  0.18121  0.185
C  3.21810  -2.07656  0.26456  -0.653
O  4.16928  -2.13934  1.32548  -0.309
C  5.31556  -2.79322  1.00965  0.706
O  5.57519  -3.30611  -0.06764  -0.551
O  6.12311  -2.77759  2.10003  -0.317
C  7.37498  -3.43470  1.91263  -0.617
H  2.34195  -1.53251  0.62790  0.428
H  3.63021  -1.53301  -0.59174  0.204
H  2.90126  -3.08233  -0.02976  0.362
H  7.95325  -2.94534  1.12228  0.286
H  7.22428  -4.49475  1.68423  0.288
H  7.93857  -3.36095  2.84679  0.222
C  -12.27625  -10.42367  0.48509  -0.613
O  -11.49381  -9.23711  0.36637  -0.307
C  -10.86324  -8.86744  1.50962  0.750
O  -10.91749  -9.45254  2.58001  -0.544
O  -10.16172  -7.73400  1.25572  -0.295
C  -9.44227  -7.22546  2.37727  -0.565
H  -12.73430  -10.62516  -0.48714  0.220
H  -11.64488  -11.27736  0.75177  0.281
H  -13.07556  -10.28694  1.22061  0.286
H  -8.69757  -7.95129  2.71948  0.288
H  -10.12831  -6.96086  3.18839  0.370
H  -8.91873  -6.31928  2.06032  0.150
C  7.36672  9.06638  -3.00345  -0.561
O  8.06927  10.30530  -3.07917  -0.296
C  7.42283  11.34984  -2.50267  0.757
O  6.33453  11.30350  -1.95088  -0.543
O  8.19701  12.45497  -2.64632  -0.319
C  7.63846  13.64009  -2.08275  -0.602
H  7.97504  8.30228  -3.49514  0.249
H  7.21857  8.76974  -1.96010  0.265
H  6.40814  9.13357  -3.52803  0.263
H  7.50129  13.52627  -1.00259  0.285
H  6.69077  13.89010  -2.57057  0.286
H  8.34096  14.46006  -2.25552  0.221

spin multiplicity: 1
E_LUMO: -0.208 eV
M: 712.5 g mol⁻¹
largest force on an atom: 8.56 eV Å⁻¹
charge: 0
gap between HOMO and LUMO: 7.43 eV
SMILES: C=CB(CCCC(=O)O)COO.COC(=O)OC.COC(=O)OC.COC(=O)OC.COC(=O)OC.COC(=O)OC.COC(=O)OC

The highest gap between HOMO and LUMO belongs to which entry?
C25H48O7